{"formula": "C4H6BrP", "method": "ωB97M-V/def2-TZVPD", "max_force_ev_per_a": 4.13, "e_above_lowest_kj_mol": 258.1, "e_homo_ha": [-0.3439, -0.2793], "mol_weight_g_mol": 165.0, "homo_lumo_gap_ev": [7.5759, 4.4817], "species": ["C", "C", "C", "C", "P", "Br", "H", "H", "H", "H", "H", "H"], "xyz": [[0.96219, -0.12386, 0.55741], [1.22294, -0.06471, -0.76100], [-0.35798, 0.31762, 0.94014], [-1.18868, 0.82766, -0.27527], [-0.09421, 0.51236, -1.77208], [0.11645, -3.30522, -1.22013], [1.80487, -0.15012, 1.29421], [2.26173, -0.26999, -1.29551], [-0.96765, -0.57416, 1.24168], [-0.23622, 0.93371, 1.86448], [-2.05575, 0.08661, -0.39491], [-1.46770, 1.81010, -0.17902]], "nbo_charge": [-0.067, -0.614, -0.483, -0.732, 0.805, -0.394, 0.228, 0.263, 0.255, 0.239, 0.260, 0.242]}



{"formula": "C4H6CdO3", "method": "ωB97M-V/def2-TZVPD", "max_force_ev_per_a": 2.22, "e_above_lowest_kj_mol": 4.8, "e_homo_ha": [-0.0548, -0.1118], "mol_weight_g_mol": 214.5, "charge": -1, "multiplicity": 2, "homo_lumo_gap_ev": [4.5475, 6.5307], "species": ["O", "C", "O", "C", "H", "C", "H", "H", "H", "Cd", "O", "C", "H", "H"], "xyz": [[-0.98093, 1.67506, 0.26852], [-1.67882, 0.49770, 0.21783], [-2.67501, 0.44974, 0.94212], [0.19538, 1.71718, -0.62382], [0.03835, 2.61540, -1.24846], [1.42664, 1.96167, 0.23319], [1.29394, 2.77509, 0.97357], [1.73232, 1.06559, 0.79983], [2.27780, 2.23923, -0.40992], [-0.31630, -0.23879, -1.47724], [0.67804, -1.45116, 0.00703], [0.36840, -2.60726, 0.26122], [-0.61152, -3.01894, -0.04932], [0.93295, -3.17181, 1.02431]], "nbo_charge": [-0.613, 0.249, -0.727, -0.474, 0.145, -0.644, 0.174, 0.190, 0.186, 0.684, -0.622, 0.225, 0.125, 0.101]}



{"formula": "C4H6Cl10", "method": "ωB97M-V/def2-TZVPD", "smiles": "ClC(Cl)Cl.ClC(Cl)Cl.ClCCl.ClCCl", "max_force_ev_per_a": 1.45, "e_above_lowest_kj_mol": 23.6, "e_homo_ha": -0.3967, "mol_weight_g_mol": 408.6, "homo_lumo_gap_ev": 11.0329, "species": ["C", "Cl", "Cl", "Cl", "H", "C", "Cl", "Cl", "Cl", "H", "C", "Cl", "Cl", "H", "H", "C", "Cl", "Cl", "H", "H"], "xyz": [[1.69635, 3.71392, 1.00050], [2.10079, 4.45115, -0.49347], [2.09164, 4.85168, 2.33891], [2.55345, 2.15548, 1.17349], [0.65734, 3.44131, 1.13028], [-0.55273, 1.52658, -2.37607], [-1.26798, 2.06052, -0.83927], [0.77424, 0.32995, -2.21440], [0.00298, 2.93272, -3.25475], [-1.30051, 0.96762, -2.92000], [0.90094, -1.00443, 1.03729], [-0.17507, -0.40415, 2.26438], [2.40496, -1.66954, 1.69458], [0.39652, -1.83090, 0.54549], [1.12192, -0.21401, 0.33257], [-2.21240, -4.30719, 0.00476], [-3.93506, -3.93260, 0.20405], [-1.31693, -4.06607, 1.51095], [-2.15447, -5.32516, -0.36890], [-1.78600, -3.67689, -0.77040]], "nbo_charge": [-0.283, 0.059, -0.006, -0.004, 0.232, -0.276, 0.013, -0.005, 0.045, 0.230, -0.413, -0.011, -0.033, 0.218, 0.230, -0.398, -0.025, -0.013, 0.223, 0.216]}



{"formula": "C4H6Cl2", "method": "ωB97M-V/def2-TZVPD", "max_force_ev_per_a": 5.20, "e_above_lowest_kj_mol": 512.0, "e_homo_ha": -0.3639, "mol_weight_g_mol": 125.0, "homo_lumo_gap_ev": 9.6765, "species": ["C", "C", "C", "C", "H", "H", "H", "H", "H", "H", "Cl", "Cl"], "xyz": [[-0.57489, -0.65921, 1.04693], [-0.61694, -0.47951, -0.46869], [0.59635, 0.31154, -1.15361], [1.14788, 1.41532, -0.36436], [-0.62883, 0.23852, 1.64369], [-0.33967, -1.56595, -0.84387], [-1.58873, 0.06059, -0.67733], [1.00843, -0.25869, -2.25642], [1.95094, 1.81860, -1.05891], [0.54607, 2.27184, 0.94637], [0.76619, -1.77475, 1.72807], [-2.26680, -1.37829, 1.45812]], "nbo_charge": [-0.097, -0.537, -0.237, -0.403, 0.215, 0.243, 0.260, 0.260, 0.210, 0.229, -0.052, -0.092]}



Result set for energy: -3071.26590 -549.35137 -4757.90838 -1076.18716 a.u., one per record in the order listed.